This record from the OMol25 dataset describes a cluster of 3 separate species, C20H24BrCl2F16N5O6PS in total. The level of theory is ωB97M-V/def2-TZVPD.

Last column: Löwdin charge in e.
Atoms and positions in Å:
Br 2.290757 -0.575796 -4.836930  0.41
Cl -1.202015 5.026372 -1.824594  0.78
Cl 2.944346 4.189642 -2.538911  0.78
S -6.086417 2.377049 -1.396997  0.58
P 2.682789 1.499967 -4.099039  0.61
F 8.043057 3.750761 -0.410108  0.15
F -5.818761 -5.583987 2.377306  0.16
F -2.820329 -8.443825 4.366918  0.10
F -5.071262 -5.838846 4.973992  0.10
F -3.854056 -7.015126 6.362747  0.11
F -2.415035 -6.290830 4.210329  0.14
F 7.525653 3.221990 2.316883  0.10
F -3.854032 -3.860297 3.508007  0.11
F 9.173108 4.603398 1.896408  0.11
F -4.992830 -5.068424 0.429401  0.13
F 3.788048 2.160072 0.559220  0.08
F -5.238747 -2.943656 2.078870  0.09
F 5.490213 3.539509 0.485692  0.11
F 10.048662 2.975259 -0.089730  0.15
F 6.033908 0.923829 1.394014  0.16
F 5.182484 0.191267 -0.496949  0.07
O 3.922180 1.214044 -3.124166  -0.39
O -6.585129 1.074532 -1.711880  -0.26
O -6.377407 3.506956 -2.209083  -0.25
O -6.556511 2.774678 0.070009  -0.14
O 8.357720 1.600642 0.187326  0.06
O -3.699195 -6.137124 1.848338  0.05
N -1.438353 0.200777 -1.236466  -0.02
N 1.280128 1.586455 -2.936093  -0.18
N 0.451979 0.522782 -2.626399  0.09
N -1.508787 -2.273703 0.617395  0.14
N -0.288330 2.255875 -1.494488  0.19
C 0.494241 5.098194 -2.070023  -0.69
C 5.891267 1.225095 0.097093  -0.43
C -3.374487 -7.229056 4.080418  -0.44
C -2.121031 -2.043625 -0.459965  -0.21
C 1.242590 3.999624 -2.256971  -0.58
C -4.450599 -7.023402 5.152800  -0.31
C -3.844988 0.829572 -0.896277  -0.18
C -1.588124 -1.208885 -1.616198  -0.10
C -2.415222 0.809083 -0.321419  -0.12
C -4.692804 -5.211667 1.749417  -0.55
C -4.307321 2.251403 -1.233044  -0.23
C -0.470057 0.946944 -1.755196  -0.29
C -3.833958 -7.317278 2.619301  -0.04
C -4.217096 -3.829223 2.214443  -0.29
C 0.753677 2.619535 -2.215722  -0.32
C 4.966824 2.434209 -0.065165  -0.33
C 1.025552 6.497311 -2.058161  -0.11
C 8.772058 2.899018 0.337318  -0.54
C 8.774207 3.318238 1.815293  -0.28
C 7.250958 1.260494 -0.611107  -0.05
H -2.273243 -1.287742 -2.466197  0.13
H 1.998503 6.577752 -2.533864  0.06
H -4.521711 0.402063 -0.152198  0.12
H 7.431412 0.227894 -0.908339  0.15
H -3.144414 -8.021517 2.157569  0.15
H -3.943268 2.587736 -2.205023  0.11
H -3.921611 0.201304 -1.783274  0.12
H -3.128722 -2.446382 -0.577506  0.12
H 0.581371 -0.380826 -3.052135  0.05
H 1.093493 6.829853 -1.018372  0.11
H 7.199655 1.856966 -1.523128  0.15
H 9.450666 2.680539 2.386600  0.18
H -2.074376 1.822827 -0.121344  0.11
H 4.749940 2.611032 -1.118800  0.11
H -0.626330 -1.619736 -1.931081  0.12
H -4.834544 -7.743166 2.543977  0.15
H -5.187215 -7.830281 5.122891  0.17
H -6.295975 2.101729 0.717114  0.10
H -2.385427 0.278200 0.629739  0.12
H -3.997512 2.948725 -0.453597  0.11
H -0.581106 -1.839049 0.609574  0.07
H 0.317138 7.153308 -2.562855  0.08
H 3.858788 0.480322 -2.490593  0.06
H -3.373614 -3.495165 1.609209  0.13

Forces on atoms 1 to 6 (eV/Å):
-0.13 0.01 -0.01
-0.03 -0.03 0.00
0.04 -0.11 -0.05
-0.01 -0.10 -0.18
0.29 0.23 0.00
-0.01 -0.01 0.04

- charge = +1
- gap between HOMO and LUMO (Ha) = 0.3306
- E_tot (Eh) = -7333.3213
- maximum force (hartree/bohr) = 0.010